The following is a quantum chemistry calculation of a cluster of 4 separate species, C30H55ClO7P in total in a non-equilibrium geometry, from the Open Molecules 2025 dataset.

Last column: Löwdin charge in e.
Positions of all 94 atoms, in Å:
1 C -2.347 2.303 -3.580  -0.0925
2 C -0.906 1.934 -3.286  -0.3199
3 C -0.834 0.551 -2.608  -0.7960
4 Cl -0.959 -0.743 -3.834  0.6595
5 P 0.709 0.313 -1.690  1.0352
6 C 0.856 -1.381 -1.105  -0.2878
7 C -0.002 -1.691 0.146  -0.1808
8 C 0.691 -2.721 1.070  -0.4132
9 C 1.149 -2.028 2.359  -0.0796
10 C -0.220 -3.897 1.392  -0.0615
11 C 0.861 1.490 -0.355  -0.2260
12 C 2.324 1.631 0.125  -0.4335
13 C 3.123 2.633 -0.726  -0.0175
14 O 2.356 1.863 1.497  -0.1123
15 C 1.747 3.077 1.919  -0.1440
16 C 0.391 2.813 2.555  -0.2081
17 C -0.593 3.801 2.502  -0.0339
18 C -1.849 3.553 3.071  -0.0640
19 C -2.097 2.322 3.677  -0.0765
20 C -1.102 1.348 3.739  -0.0733
21 C 0.151 1.580 3.174  -0.0419
22 H -2.952 2.289 -2.678  0.0874
23 H -2.397 3.286 -4.023  0.0546
24 H -2.788 1.586 -4.268  0.0751
25 H -0.355 1.845 -4.217  0.1058
26 H -0.464 2.683 -2.635  0.0861
27 H -1.683 0.408 -1.945  0.0944
28 H 1.731 0.513 -2.622  0.0875
29 H 1.910 -1.592 -0.942  0.0974
30 H 0.538 -2.021 -1.923  0.0703
31 H -0.957 -2.100 -0.166  0.1171
32 H -0.166 -0.777 0.704  0.0812
33 H 1.584 -3.111 0.583  0.1272
34 H 2.000 -1.368 2.190  0.0810
35 H 0.336 -1.430 2.767  0.0666
36 H 1.452 -2.756 3.105  0.0777
37 H -1.156 -3.543 1.820  0.0936
38 H -0.430 -4.518 0.527  0.0707
39 H 0.254 -4.510 2.152  0.0846
40 H 0.475 2.442 -0.718  0.0983
41 H 0.197 1.168 0.445  0.0930
42 H 2.808 0.661 -0.002  0.1333
43 H 3.753 3.196 -0.045  0.0952
44 H 3.782 2.111 -1.410  0.0826
45 H 2.485 3.341 -1.246  0.0818
46 H 1.602 3.775 1.094  0.1223
47 H 2.413 3.555 2.632  0.1404
48 H -0.376 4.745 2.027  0.1129
49 H -2.608 4.317 3.017  0.1045
50 H -3.067 2.132 4.106  0.1035
51 H -1.293 0.401 4.218  0.0895
52 H 0.920 0.830 3.228  0.0929
53 O -1.634 -7.258 1.622  0.1095
54 C -1.845 -7.638 0.506  -0.5247
55 O -1.844 -6.730 -0.496  -0.0213
56 C -1.899 -7.096 -1.879  -0.2404
57 C -3.320 -7.303 -2.358  -0.0625
58 C -2.180 -9.079 0.200  0.0160
59 H -1.267 -7.963 -2.072  0.1137
60 H -1.449 -6.255 -2.406  0.1179
61 H -3.802 -8.132 -1.839  0.0698
62 H -3.333 -7.516 -3.427  0.0835
63 H -3.914 -6.409 -2.172  0.0831
64 H -3.249 -9.223 0.348  0.0987
65 H -1.643 -9.706 0.907  0.0937
66 H -1.912 -9.399 -0.803  0.0708
67 O -0.994 5.076 -3.821  0.0756
68 C -0.946 5.770 -4.807  -0.5185
69 O -2.084 6.008 -5.466  0.0088
70 C -2.186 6.943 -6.552  -0.2225
71 C -1.815 6.316 -7.878  -0.0594
72 C 0.360 6.303 -5.344  0.0194
73 H -1.604 7.840 -6.337  0.1144
74 H -3.232 7.241 -6.558  0.1260
75 H -0.774 5.994 -7.896  0.0691
76 H -1.966 7.030 -8.687  0.0863
77 H -2.435 5.440 -8.066  0.0849
78 H 0.811 5.540 -5.979  0.0974
79 H 1.021 6.493 -4.503  0.0911
80 H 0.266 7.225 -5.911  0.0744
81 O 5.012 -2.409 6.975  0.1194
82 C 4.104 -1.707 6.637  -0.5247
83 O 2.886 -1.911 7.184  0.0037
84 C 1.785 -1.030 6.968  -0.2286
85 C 1.035 -1.373 5.698  -0.0643
86 C 4.269 -0.648 5.568  0.0136
87 H 2.112 0.010 6.987  0.1131
88 H 1.136 -1.170 7.831  0.1263
89 H 1.665 -1.260 4.814  0.0398
90 H 0.162 -0.730 5.581  0.0666
91 H 0.706 -2.412 5.729  0.0930
92 H 4.141 -1.118 4.594  0.0881
93 H 5.281 -0.257 5.638  0.0920
94 H 3.580 0.189 5.654  0.0660

2S+1: 1
frontier orbital gap: 9.573 eV
M: 594.19 g mol⁻¹
total charge: +1
DFT total energy: -2504.10171 Ha
energy relative to the best compared isomer or geometry (same formula, charge and spin): 0.0 kcal per mole